Record 1
Computed, not measured: a 8-piece molecular cluster, C36H72N3O16 overall at a distorted geometry, with wB97M-V/def2-TZVPD.

Results
Net charge   +1
Energy   -2782.60746 a.u.

Structure (XYZ):
```
127
C36H72N3O16 (wB97M-V/def2-TZVPD)
C -3.491 -2.449 -1.545
C -2.738 -0.999 -1.766
C -1.587 -1.000 -2.933
O -1.145 0.216 -3.358
O -0.999 -2.176 -3.592
C -0.077 -2.912 -2.713
C 1.229 -2.059 -2.204
N 1.697 -2.517 -0.810
C 1.008 -2.248 0.358
N 0.497 -0.864 0.710
C -0.449 -0.879 1.890
C -0.593 -2.526 2.095
N 0.650 -3.163 1.513
H -3.532 -3.006 -2.597
H -2.936 -3.148 -0.780
H -4.616 -2.258 -1.216
H -2.297 -0.677 -0.712
H -3.549 -0.184 -2.062
H 0.354 -3.813 -3.366
H -0.646 -3.424 -1.802
H 1.119 -0.896 -2.264
H 2.130 -2.340 -2.934
H 2.625 -3.024 -0.726
H 0.219 -0.304 -0.129
H -0.009 -0.363 2.865
H -1.440 -0.394 1.461
H -1.463 -2.769 1.320
H -0.872 -2.768 3.227
H 0.641 -4.191 1.337
O -3.837 -0.116 2.120
C -4.697 0.670 1.733
O -6.001 0.450 2.012
C -7.061 1.394 1.769
C -7.559 1.291 0.341
C -4.329 1.838 0.864
H -6.752 2.409 2.037
H -7.874 1.128 2.452
H -6.773 1.532 -0.379
H -8.400 1.971 0.176
H -7.885 0.269 0.123
H -4.250 1.503 -0.174
H -3.359 2.222 1.195
H -5.024 2.672 0.929
O -6.455 3.311 -1.008
C -6.230 3.767 -2.125
O -6.759 4.954 -2.499
C -6.411 5.661 -3.704
C -7.226 5.159 -4.880
C -5.444 2.975 -3.130
H -5.334 5.619 -3.888
H -6.652 6.714 -3.525
H -7.030 4.104 -5.086
H -6.999 5.735 -5.781
H -8.297 5.246 -4.667
H -6.107 2.258 -3.620
H -4.653 2.435 -2.600
H -4.945 3.586 -3.879
O 4.159 -6.392 -1.512
C 4.864 -5.848 -0.667
O 4.783 -4.514 -0.464
C 5.422 -3.811 0.617
C 6.856 -3.466 0.266
C 5.893 -6.636 0.091
H 5.340 -4.371 1.553
H 4.856 -2.885 0.761
H 7.457 -4.363 0.096
H 7.321 -2.884 1.067
H 6.893 -2.881 -0.660
H 6.796 -6.728 -0.519
H 5.488 -7.633 0.289
H 6.146 -6.212 1.060
O -7.469 8.036 -6.633
C -8.614 7.936 -7.063
O -8.958 6.900 -7.861
C -10.304 6.589 -8.264
C -10.704 7.396 -9.483
C -9.629 9.008 -6.790
H -11.002 6.711 -7.430
H -10.313 5.525 -8.521
H -10.694 8.470 -9.278
H -11.707 7.118 -9.819
H -9.998 7.225 -10.303
H -9.494 9.822 -7.506
H -9.467 9.387 -5.776
H -10.659 8.658 -6.821
O 5.589 -0.269 0.065
C 6.594 0.408 0.264
O 7.654 -0.116 0.920
C 8.938 0.523 1.041
C 8.953 1.489 2.209
C 6.631 1.856 -0.133
H 9.234 0.993 0.099
H 9.664 -0.276 1.228
H 8.229 2.297 2.073
H 9.946 1.931 2.331
H 8.680 0.974 3.136
H 6.146 2.453 0.644
H 6.083 1.970 -1.073
H 7.633 2.237 -0.317
O 5.954 2.265 3.840
C 6.071 2.150 5.056
O 6.985 1.300 5.578
C 7.330 1.227 6.974
C 6.366 0.327 7.723
C 5.143 2.876 5.986
H 7.404 2.226 7.414
H 8.334 0.793 7.022
H 5.344 0.713 7.687
H 6.663 0.231 8.771
H 6.343 -0.670 7.269
H 4.213 2.309 6.080
H 4.925 3.859 5.558
H 5.563 3.061 6.972
O 6.228 -7.086 5.698
C 5.083 -7.186 5.268
O 4.739 -8.222 4.470
C 3.393 -8.532 4.067
C 2.993 -7.726 2.847
C 4.068 -6.114 5.541
H 2.695 -8.411 4.901
H 3.384 -9.597 3.810
H 3.003 -6.652 3.052
H 1.990 -8.004 2.512
H 3.699 -7.897 2.028
H 4.203 -5.299 4.824
H 4.230 -5.734 6.554
H 3.038 -6.463 5.509
```

Record 2
Computed, not measured: a 9-piece molecular cluster, C36H72O18 overall at a distorted geometry, with wB97M-V/def2-TZVPD.

Results
Net charge   0
Energy   -2769.29314 a.u.
SMILES string   CCOC(C)=O.CCOC(C)=O.CCOC(C)=O.CCOC(C)=O.CCOC(C)=O.CCOC(C)=O.CCOC(C)=O.CCOC(C)=O.CCOC(C)=O
ΔE to the lowest compared entry with this formula, charge and spin   20.0 kcal per mole

Structure (XYZ):
```
126
C36H72O18 (wB97M-V/def2-TZVPD)
O 8.421 -19.360 17.918
C 8.169 -19.823 18.973
O 8.908 -20.823 19.443
C 9.964 -21.307 18.569
C 10.744 -22.336 19.359
C 7.111 -19.358 19.854
H 10.606 -20.455 18.305
H 9.463 -21.658 17.665
H 11.390 -21.968 20.123
H 11.275 -22.945 18.611
H 9.969 -22.916 19.879
H 6.131 -19.457 19.295
H 7.239 -18.290 20.197
H 6.990 -19.922 20.771
O 4.327 -15.595 11.848
C 3.688 -16.474 12.338
O 3.068 -16.329 13.528
C 3.075 -15.064 14.127
C 2.164 -15.005 15.416
C 3.536 -17.839 11.709
H 2.781 -14.328 13.374
H 4.104 -14.845 14.456
H 1.098 -15.188 15.218
H 2.282 -14.008 15.859
H 2.594 -15.735 16.136
H 3.214 -17.759 10.677
H 2.848 -18.497 12.226
H 4.526 -18.316 11.722
O 6.182 -21.853 11.189
C 7.060 -22.617 11.534
O 7.081 -23.943 11.217
C 5.865 -24.383 10.618
C 4.827 -24.563 11.652
C 8.234 -22.270 12.431
H 6.093 -25.318 10.116
H 5.484 -23.657 9.904
H 5.168 -25.268 12.428
H 3.915 -24.928 11.222
H 4.618 -23.597 12.129
H 8.228 -21.189 12.652
H 9.154 -22.495 11.893
H 8.231 -22.841 13.325
O 4.907 -12.782 16.582
C 5.654 -12.379 17.437
O 5.484 -12.379 18.776
C 4.318 -13.106 19.221
C 4.553 -14.626 19.120
C 6.890 -11.578 17.085
H 3.467 -12.853 18.610
H 4.133 -12.635 20.205
H 3.645 -15.132 19.507
H 5.401 -14.994 19.752
H 4.649 -14.869 18.074
H 6.915 -11.069 16.129
H 7.676 -12.351 17.067
H 7.204 -10.803 17.758
O 9.263 -11.122 13.757
C 8.985 -12.288 13.685
O 7.772 -12.755 13.305
C 6.836 -11.783 12.813
C 5.474 -12.337 13.094
C 9.945 -13.411 13.700
H 7.118 -11.648 11.740
H 7.046 -10.842 13.276
H 5.344 -12.305 14.180
H 5.475 -13.287 12.632
H 4.730 -11.705 12.625
H 9.727 -14.301 14.373
H 10.906 -12.950 14.001
H 10.098 -13.723 12.673
O 7.444 -15.987 20.825
C 7.696 -14.952 20.315
O 8.119 -14.802 19.027
C 8.389 -15.985 18.277
C 9.543 -15.587 17.375
C 7.621 -13.633 20.970
H 7.612 -16.185 17.564
H 8.522 -16.842 18.900
H 9.233 -14.884 16.654
H 9.963 -16.412 16.786
H 10.381 -15.153 17.935
H 6.914 -13.778 21.757
H 7.332 -12.874 20.247
H 8.588 -13.308 21.359
O 9.380 -17.323 14.512
C 9.518 -18.279 13.826
O 9.105 -18.385 12.553
C 8.242 -17.295 12.125
C 7.473 -17.856 10.903
C 10.241 -19.567 14.294
H 9.034 -16.532 11.883
H 7.597 -16.999 12.946
H 6.747 -17.072 10.666
H 6.880 -18.757 11.138
H 8.095 -18.067 10.073
H 10.547 -20.179 13.493
H 9.544 -20.083 15.000
H 11.111 -19.215 14.860
O 1.475 -21.080 20.086
C 2.578 -20.610 19.815
O 3.662 -20.885 20.569
C 3.330 -21.743 21.736
C 4.616 -21.792 22.565
C 2.860 -19.590 18.704
H 2.959 -22.725 21.342
H 2.464 -21.262 22.267
H 4.443 -22.321 23.479
H 5.041 -20.812 22.704
H 5.307 -22.401 21.946
H 2.003 -19.521 18.061
H 3.620 -19.971 18.026
H 3.245 -18.680 19.096
O 5.006 -16.571 16.463
C 5.878 -16.639 15.635
O 6.378 -17.805 15.181
C 5.843 -19.023 15.792
C 5.050 -19.832 14.721
C 6.494 -15.431 15.048
H 5.207 -18.771 16.612
H 6.751 -19.456 16.167
H 4.007 -19.648 14.808
H 5.300 -20.852 14.938
H 5.441 -19.504 13.802
H 5.839 -14.607 15.342
H 6.624 -15.459 13.945
H 7.477 -15.247 15.471
```

Which of these has the lowest net charge?
C36H72O18

Which formula does entry 2 have?
C36H72O18